(1)
C22H26N4O4 | ωB97M-V with the def2-TZVPD basis set

Summary:
- lowest unoccupied orbital energy (eV) = -0.91
- HOMO (eV) = -8.47
- SMILES = CCCCCCCC(=O)Nc1ccc(C(=O)N/N=C/c2cccc([N+](=O)[O-])c2)cc1
- energy above the lowest of the compared OMol25 structures with the same formula, charge and spin (kJ/mol) = 422.8

```
56
C22H26N4O4 | OMol25 | ωB97M-V with the def2-TZVPD basis set
C 6.4223 0.5421 -2.3415
C 4.9254 0.5585 -2.6271
C 4.1135 1.2780 -1.5485
C 4.1862 0.6436 -0.1594
C 3.6286 -0.7777 -0.1133
C 3.4950 -1.2802 1.3228
C 3.0909 -2.7578 1.3779
C 1.8058 -3.0356 0.6177
O 1.7585 -3.7444 -0.3618
N 0.7226 -2.4147 1.1743
C -0.5792 -2.3342 0.6968
C -1.0054 -2.9401 -0.4840
C -2.2853 -2.7127 -0.9521
C -3.1557 -1.8760 -0.2621
C -4.4322 -1.4623 -0.8882
O -5.2863 -2.1748 -1.3572
N -4.5693 -0.0784 -0.9502
N -3.5671 0.7027 -0.5889
C -3.5594 1.9684 -0.7010
C -2.3734 2.6778 -0.2544
C -2.2440 4.0585 -0.4157
C -1.0997 4.7187 0.0028
C -0.0653 4.0200 0.5964
C -0.1999 2.6441 0.7697
N 0.8580 1.9102 1.4096
O 1.9094 2.4814 1.6064
O 0.6435 0.7566 1.7285
C -1.3323 1.9698 0.3493
C -2.7596 -1.3474 0.9656
C -1.4905 -1.5826 1.4435
H 6.7894 1.5529 -2.1750
H 6.9621 0.1156 -3.1842
H 6.6463 -0.0549 -1.4615
H 4.7536 1.0694 -3.5781
H 4.5634 -0.4646 -2.7383
H 3.0672 1.3086 -1.8661
H 4.4644 2.3106 -1.4753
H 5.2194 0.6395 0.1909
H 3.6193 1.2734 0.5305
H 4.2837 -1.4528 -0.6663
H 2.6483 -0.8013 -0.5967
H 4.4515 -1.1626 1.8374
H 2.7629 -0.6648 1.8493
H 3.8735 -3.3695 0.9263
H 2.9645 -3.0699 2.4174
H 0.9030 -1.8132 1.9675
H -0.3210 -3.5580 -1.0407
H -2.6054 -3.1531 -1.8841
H -5.4158 0.2939 -1.3907
H -4.3883 2.5493 -1.1174
H -3.0457 4.6167 -0.8768
H -1.0154 5.7858 -0.1335
H 0.8332 4.5135 0.9325
H -1.4171 0.9023 0.4792
H -3.4476 -0.7483 1.5428
H -1.1761 -1.1502 2.3820
```

(2)
C10H15Cl31NO3P2S | ωB97M-V with the def2-TZVPD basis set

Summary:
- lowest unoccupied orbital energy (eV) = -3.51
- total charge = +1
- HOMO (eV) = -12.39
- energy above the lowest of the compared OMol25 structures with the same formula, charge and spin (kJ/mol) = 80.4

```
63
C10H15Cl31NO3P2S | OMol25 | ωB97M-V with the def2-TZVPD basis set
O -3.5183 -2.1486 -1.0439
P -2.4438 -1.6378 0.0699
Cl -0.7019 -2.6902 -0.2876
N -2.1289 0.1147 -0.4703
P -1.7240 0.4025 -2.2099
O -2.9657 -0.0462 -3.1560
O -1.7029 2.0512 -2.3417
S -0.0214 -0.2980 -2.7189
H -3.0723 -2.4687 -1.8328
H -3.0043 0.6096 -0.2719
H -1.4210 0.5814 0.1033
H -3.5187 0.7257 -3.2273
H -2.2637 2.3960 -1.6423
C 0.1121 4.4394 -0.6120
Cl -1.4927 4.3301 0.1362
Cl 0.5512 6.1144 -0.9225
Cl 1.3250 3.6653 0.4160
H 0.0786 3.9129 -1.5561
C -1.5721 -6.4178 -0.8013
Cl -1.7940 -6.0072 -2.5057
Cl -2.5338 -5.3384 0.2207
Cl -1.9964 -8.1026 -0.5051
H -0.5293 -6.2767 -0.5532
C 3.8559 -1.1854 -1.1716
Cl 4.0193 -2.3118 0.1723
Cl 2.9426 -1.9195 -2.4950
Cl 3.0835 0.3132 -0.6369
H 4.8441 -0.9440 -1.5341
C -3.8606 -11.3595 -1.8167
Cl -3.4865 -10.3536 -3.2186
Cl -2.9144 -10.8493 -0.4133
Cl -5.5855 -11.3101 -1.4545
H -3.5921 -12.3791 -2.0504
C 1.1676 1.6983 4.0685
Cl 1.4545 0.4393 5.2705
Cl 0.1517 1.0752 2.7560
Cl 0.4245 3.1119 4.8064
H 2.1190 1.9933 3.6499
C -0.7095 2.9316 -5.8642
Cl -0.9368 1.1994 -5.6264
Cl -2.2689 3.7514 -5.9627
Cl 0.2721 3.5892 -4.5506
H -0.1799 3.0926 -6.7919
C -3.8387 0.4439 4.6279
Cl -2.1835 0.5478 5.2267
Cl -4.7543 1.8824 5.0635
Cl -3.8668 0.2045 2.8672
H -4.3128 -0.4117 5.0861
C 8.1752 -0.9808 0.6916
Cl 7.9790 -2.7101 0.9807
Cl 6.5998 -0.2042 0.4797
Cl 9.0674 -0.2224 2.0082
H 8.7403 -0.8517 -0.2197
C 0.9468 8.5695 -4.3852
Cl 0.7804 6.8118 -4.3111
Cl -0.6375 9.3444 -4.3643
Cl 1.9458 9.1536 -3.0521
H 1.4367 8.8242 -5.3132
C 1.8881 2.1639 8.5392
Cl 0.2928 2.0845 9.2909
Cl 2.3320 3.8369 8.1895
Cl 3.1019 1.3967 9.5644
H 1.8453 1.6223 7.6058
```

(3)
C3H5O3Pm | ωB97M-V with the def2-TZVPD basis set

Summary:
- <S²> = 8.773
- lowest unoccupied orbital energy (alpha / beta) (eV) = -15.96 / -15.24
- total charge = +3
- spin multiplicity = 6
- HOMO (alpha / beta) (eV) = -22.29 / -23.99

```
12
C3H5O3Pm | OMol25 | ωB97M-V with the def2-TZVPD basis set
H 0.3614 1.1119 -1.7908
C 0.7738 2.3425 -1.5601
C -0.1738 1.8764 -0.5483
O 0.3088 1.1197 0.4324
C -0.1435 1.2276 1.7275
O 0.9496 1.6126 2.3213
H 0.2678 2.7244 -2.4662
H -1.0245 2.5110 -0.2727
H 0.8851 1.5800 3.2924
Pm 3.0593 1.5765 1.0390
O 2.5959 2.3378 -1.0142
H 1.1892 3.3195 -1.2199
```

(4)
CHF2NO2 | ωB97M-V with the def2-TZVPD basis set

Summary:
- lowest unoccupied orbital energy (alpha / beta) (eV) = 0.61 / -1.25
- HOMO (alpha / beta) (eV) = -10.01 / -8.42
- energy above the lowest of the compared OMol25 structures with the same formula, charge and spin (kJ/mol) = 282.1

```
7
CHF2NO2 | OMol25 | ωB97M-V with the def2-TZVPD basis set
C 1.1682 -0.4685 0.1433
N -1.4476 0.4871 -0.0234
O -1.4328 1.5761 0.4146
O -2.2046 -0.1492 -0.6731
F 1.5930 0.7302 -0.0725
F 1.1171 -1.2542 -0.9023
H 1.2068 -0.9215 1.1135
```